{
  "formula": "C20H28FN8O8SSc",
  "method": "wB97M-V/def2-TZVPD",
  "relative_energy_kj_mol": 0.0,
  "homo_ev": -13.3,
  "total_charge": 2,
  "energy_ha": -3077.43955,
  "homo_lumo_gap_ev": 7.56,
  "symbols": ["Sc", "C", "O", "C", "C", "O", "C", "H", "H", "H", "H", "H", "H", "H", "H", "H", "H", "F", "C", "C", "N", "C", "C", "O", "O", "C", "O", "N", "C", "O", "H", "H", "H", "H", "S", "C", "N", "C", "C", "C", "N", "H", "H", "H", "H", "N", "C", "C", "N", "C", "C", "N", "H", "H", "H", "H", "H", "N", "C", "C", "O", "O", "H", "H", "H", "H", "H"],
  "xyz": [[0.234939, 0.376163, -0.611351], [-1.291219, 2.799592, 1.011422], [-0.572417, 2.499528, -0.199618], [-1.075960, 3.227492, -1.337896], [-1.456469, 2.201562, -2.383894], [-0.336383, 1.308559, -2.559295], [0.601064, 1.813122, -3.540228], [-2.355314, 2.602633, 0.876250], [-1.122323, 3.842559, 1.282429], [-0.910155, 2.145540, 1.791180], [-0.294546, 3.909708, -1.678356], [-1.946445, 3.817288, -1.046382], [-1.715504, 2.654575, -3.342446], [-2.291244, 1.590224, -2.043024], [0.082554, 1.912675, -4.492676], [1.405112, 1.090916, -3.631509], [1.016464, 2.765470, -3.214426], [-6.617329, 1.037810, -0.931914], [-5.763937, 0.493414, -0.073641], [-4.968703, -0.520585, -0.419295], [-4.099508, -1.096427, 0.492986], [-3.010109, -1.917079, 0.032868], [-1.784680, -1.079254, -0.247783], [-0.701383, -1.602591, -0.634336], [-1.813212, 0.168204, -0.053375], [-3.942006, -0.584008, 1.771702], [-3.068083, -0.975962, 2.516919], [-4.833168, 0.404841, 2.115188], [-5.738915, 1.064580, 1.283960], [-6.400576, 1.992360, 1.662142], [-4.993013, -0.952478, -1.410088], [-3.288091, -2.505720, -0.840316], [-2.729183, -2.613344, 0.826189], [-4.759484, 0.749376, 3.063445], [1.691025, -1.213501, -2.528734], [1.839832, -2.657656, -1.655831], [1.598138, -3.834063, -2.309942], [1.716984, -5.041090, -1.726169], [2.085477, -5.096959, -0.410978], [2.318536, -3.866845, 0.221326], [2.213726, -2.694415, -0.369910], [1.307483, -3.762336, -3.277770], [1.507799, -5.900236, -2.348097], [2.194656, -6.035274, 0.107657], [2.609434, -3.843021, 1.266621], [2.189452, 1.658265, 4.439668], [1.597425, 0.698713, 3.694673], [1.298313, 0.897284, 2.328914], [0.741061, -0.067780, 1.604908], [0.471685, -1.237767, 2.204738], [0.773432, -1.409120, 3.547053], [1.331445, -0.466040, 4.284717], [2.249085, 2.605955, 4.114180], [2.263996, 1.496544, 5.430718], [1.524164, 1.831191, 1.829187], [0.017046, -2.014378, 1.611991], [0.546016, -2.345901, 4.040934], [5.529831, 0.876131, -1.305989], [4.292320, 0.570257, -0.512169], [3.187540, 1.450950, -1.119200], [3.501661, 2.250107, -1.981714], [2.037442, 1.277183, -0.594574], [6.311494, 1.183223, -0.728543], [5.242244, 1.655588, -1.948233], [5.839882, 0.084661, -1.867632], [4.471050, 0.811307, 0.532979], [4.039552, -0.481722, -0.609614]],
  "forces_ev_per_angstrom": [[0.260, -0.236, -0.425], [-0.029, -0.016, 0.042], [0.011, -0.014, 0.116], [0.003, -0.037, -0.039], [-0.023, 0.100, 0.052], [-0.030, -0.019, 0.051], [0.019, -0.081, 0.018], [0.024, 0.024, 0.004], [-0.024, -0.034, -0.013], [-0.046, 0.034, -0.014], [-0.013, -0.070, -0.020], [0.027, -0.022, -0.025], [0.025, 0.031, 0.062], [0.036, 0.049, 0.019], [0.025, 0.006, 0.009], [-0.024, 0.027, -0.019], [-0.013, 0.000, -0.020], [0.022, -0.032, -0.009], [0.105, -0.038, 0.077], [-0.244, 0.188, 0.003], [0.071, -0.030, 0.091], [0.142, -0.140, 0.160], [-0.091, -0.128, 0.113], [0.076, -0.075, -0.007], [-0.232, 0.136, -0.139], [-0.033, 0.059, 0.016], [0.060, -0.032, 0.050], [0.136, -0.104, 0.019], [-0.184, 0.005, -0.217], [0.049, -0.007, 0.019], [-0.014, 0.006, -0.008], [-0.037, 0.102, -0.049], [-0.041, -0.017, -0.083], [-0.019, 0.003, -0.002], [-0.080, 0.102, 0.058], [0.011, 0.065, -0.259], [0.000, 0.084, 0.100], [0.056, 0.022, 0.206], [-0.037, 0.045, -0.168], [-0.007, -0.200, 0.086], [-0.043, 0.056, 0.057], [0.010, 0.020, 0.003], [0.005, -0.028, 0.047], [-0.002, -0.027, 0.000], [0.012, -0.028, -0.005], [0.055, 0.065, 0.036], [-0.041, 0.046, -0.205], [0.044, -0.143, 0.145], [-0.028, -0.048, 0.073], [0.009, 0.175, 0.046], [-0.088, -0.091, -0.154], [0.018, 0.059, 0.033], [-0.014, 0.000, 0.012], [-0.002, 0.004, -0.003], [0.019, 0.016, 0.017], [-0.022, -0.021, 0.000], [0.002, -0.007, 0.001], [0.134, 0.047, -0.038], [0.151, 0.090, -0.299], [-0.126, 0.001, 0.534], [0.076, -0.062, -0.204], [0.195, 0.223, -0.061], [0.003, -0.012, -0.026], [-0.127, -0.093, 0.137], [0.008, 0.010, -0.013], [-0.106, 0.029, -0.007], [-0.082, -0.037, 0.019]],
  "lowdin_charge": [1.074, -0.033, -0.281, -0.121, -0.129, -0.299, -0.038, 0.103, 0.115, 0.079, 0.143, 0.146, 0.149, 0.130, 0.114, 0.038, 0.104, 0.118, -0.183, 0.050, -0.006, -0.021, -0.553, -0.084, -0.039, -0.472, 0.091, 0.231, -0.386, 0.144, 0.152, 0.153, 0.150, 0.177, 0.757, -0.774, 0.097, -0.009, 0.000, -0.076, 0.082, 0.156, 0.150, 0.123, 0.128, 0.159, -0.348, -0.066, 0.009, -0.103, -0.076, 0.155, 0.109, 0.119, 0.118, 0.100, 0.124, 0.198, -0.028, -0.621, 0.085, -0.141, 0.174, 0.155, 0.174, 0.144, 0.109]
}